# 1
Molecular formula: C3H4Br2S
Method: DFT, the ωB97M-V functional and the def2-TZVPD basis

Results
Lowest unoccupied orbital energy (hartree): 0.0157
Highest occupied orbital energy (eV): -9.6
Gap between HOMO and LUMO (eV): 10.07
Max |F| (hartree/bohr): 0.101

Element x y z (Å)
Br (1.082, -2.103, -0.385)
Br (0.511, 2.547, -0.762)
S (-1.814, -0.811, -1.190)
C (0.395, 0.772, 0.048)
C (0.464, 0.552, 1.353)
C (0.048, -0.584, -1.038)
H (0.480, -0.515, 1.736)
H (0.689, 1.255, 2.121)
H (0.419, -0.333, -1.971)
H (-2.274, -0.779, 0.088)

Forces on the atoms, in the same order (eV/Å):
-0.4 0.1 -0.3
-0.2 -1.4 0.5
1.2 0.0 -0.2
-0.8 -1.9 -1.5
0.5 -1.8 -0.2
-1.2 2.3 4.5
-0.3 1.3 -0.7
-0.1 0.8 0.1
0.5 0.4 -1.8
0.8 0.1 -0.2



# 2
Molecular formula: C3H4BrClO
Method: DFT, the ωB97M-V functional and the def2-TZVPD basis

Results
Lowest unoccupied orbital energy (hartree): -0.0857
Highest occupied orbital energy (eV): -7.5
Gap between HOMO and LUMO (eV): 5.18
Max |F| (hartree/bohr): 0.091

Element x y z (Å)
Br (0.235, -3.235, -2.392)
Cl (-0.291, 0.228, -3.527)
O (0.661, -2.079, 0.263)
C (0.226, -0.769, -0.290)
C (0.335, -2.121, -0.962)
C (1.168, 0.364, -0.447)
H (-0.863, -0.672, -0.266)
H (2.028, 0.031, -0.985)
H (1.431, 0.602, 0.512)
H (0.785, 1.192, -1.050)

Forces on the atoms, in the same order (eV/Å):
0.2 0.6 1.2
0.1 -0.4 0.5
0.3 -2.0 0.3
-2.2 -1.0 -4.0
0.7 2.4 0.1
-0.5 -1.1 -1.8
0.3 0.7 1.1
0.7 -0.3 -0.3
0.9 1.3 2.5
-0.5 -0.4 0.3



# 3
Molecular formula: C3H4BrF
Method: DFT, the ωB97M-V functional and the def2-TZVPD basis

Results
Lowest unoccupied orbital energy (hartree): 0.0325
Highest occupied orbital energy (eV): -9.8
Gap between HOMO and LUMO (eV): 10.68
Max |F| (hartree/bohr): 0.100

Element x y z (Å)
Br (-3.655, 0.082, 0.061)
F (1.365, 1.464, 0.200)
C (0.784, 0.325, -0.239)
C (-1.858, 0.361, -0.433)
C (-0.823, 0.082, 0.355)
H (0.599, 0.363, -1.407)
H (1.514, -0.339, 0.082)
H (-0.849, -0.346, 1.402)
H (-1.806, 0.713, -1.493)

Forces on the atoms, in the same order (eV/Å):
0.0 0.0 0.2
-0.3 1.7 0.2
-4.7 0.5 -2.1
0.6 -0.1 -0.6
3.2 0.0 0.0
0.8 -0.1 2.3
0.5 -2.5 0.2
-0.4 0.7 -1.4
0.3 -0.3 1.2



It is found that the relative energy (zero: lowest compared OMol25 entry of this formula, charge and spin) values, taken in the order of the records, are 120.4; 440.9; 116.5 kJ/mol.